Arrangement w

17
Properties=species:S:1:pos:R:3 method="wB97M-V/def2-TZVPD" molar_mass_g_mol=107.198 gap_ha=0.2099 charge=-1 homo_ev=-2.48
C -1.162 -1.754 1.422
C -0.544 -1.440 0.046
S 0.053 -3.080 -0.679
H -1.794 -2.650 1.454
H -0.404 -1.740 2.197
H -1.959 -1.027 1.664
H 0.365 -0.936 0.319
H -1.159 -0.941 -0.689
H 1.145 -3.004 0.092
C 0.687 1.559 -0.124
O -0.326 1.432 0.759
C 0.713 2.623 -1.275
H 1.669 1.684 0.378
H 0.670 0.647 -0.782
H 1.535 2.372 -1.958
H -0.263 2.557 -1.772
H 0.774 3.699 -1.051

Arrangement x

17
Properties=species:S:1:pos:R:3 method="wB97M-V/def2-TZVPD" molar_mass_g_mol=107.198 gap_ha=0.1902 charge=-1 homo_ev=-2.16
C 2.318 -2.417 -0.603
S 1.622 -1.113 0.412
C 1.119 0.084 -0.825
H 3.063 -2.031 -1.300
H 1.549 -2.969 -1.143
H 2.817 -3.099 0.086
H 0.503 0.823 -0.311
H 1.971 0.616 -1.257
H 0.555 -0.347 -1.652
C -1.599 1.938 0.505
O -2.286 3.064 0.654
C -2.269 0.688 1.125
H -0.570 2.001 0.976
H -1.414 1.661 -0.587
H -1.781 -0.270 0.884
H -3.317 0.621 0.817
H -2.281 0.749 2.220

Of them, arrangement w has the lowest stability.

Arrangement w

17
Properties=species:S:1:pos:R:3 method="wB97M-V/def2-TZVPD" molar_mass_g_mol=107.198 gap_ha=0.2072 charge=-1 homo_ev=-2.17
C -0.989 -1.538 1.817
C -2.160 -0.778 1.161
S -2.051 1.002 1.900
H 0.080 -1.344 1.630
H -1.220 -2.560 1.426
H -1.241 -1.643 2.881
H -2.340 -0.859 0.112
H -3.175 -1.136 1.471
H 0.166 1.184 -0.178
C 1.497 1.659 -1.523
O 0.755 1.958 -0.264
C 1.693 0.211 -1.733
H 2.440 2.158 -1.416
H 1.042 2.351 -2.349
H 0.876 -0.492 -1.836
H 2.151 -0.205 -0.735
H 2.476 0.032 -2.363

Arrangement x

17
Properties=species:S:1:pos:R:3 method="wB97M-V/def2-TZVPD" molar_mass_g_mol=107.198 gap_ha=0.2427 charge=-1 homo_ev=-2.70
C 2.203 1.519 -0.175
C 1.850 0.888 1.181
S 0.345 1.492 2.010
H 2.443 2.577 -0.067
H 1.346 1.466 -0.846
H 3.044 0.952 -0.584
H 1.803 -0.190 0.999
H 2.681 1.052 1.874
H -0.592 0.622 0.282
C -1.427 -1.068 -0.054
O -0.809 0.111 -0.550
C -2.434 -1.571 -1.097
H -1.909 -0.859 0.901
H -0.670 -1.839 0.137
H -2.532 -2.650 -0.944
H -1.953 -1.442 -2.065
H -3.387 -1.061 -1.002

Of them, arrangement w has the lowest stability.

Arrangement w

57
Properties=species:S:1:pos:R:3 method="wB97M-V/def2-TZVPD" molar_mass_g_mol=844.472 spin_multiplicity=2 gap_ha="0.1658 / 0.1654" charge=+2 homo_ev="-14.44 / -14.43"
Pd 0.222 0.414 0.599
F 4.412 -2.630 0.181
C 3.911 -1.408 0.103
C 2.564 -1.231 0.423
C 2.119 0.053 0.315
C 2.866 1.175 -0.038
C 4.199 0.901 -0.345
F 4.995 1.902 -0.714
C 4.735 -0.370 -0.284
C 2.189 2.471 -0.030
C 2.751 3.720 -0.239
C 1.940 4.843 -0.153
C 0.591 4.706 0.139
C 0.088 3.436 0.339
N 0.872 2.362 0.251
H 1.952 -2.065 0.731
H 5.774 -0.543 -0.529
H 3.801 3.812 -0.461
H 2.366 5.824 -0.311
H -0.064 5.562 0.212
H -0.956 3.255 0.569
Cl -6.360 -1.998 -1.939
C -5.301 -0.894 -1.302
C -5.625 -0.243 -0.105
C -4.725 0.644 0.413
Cl -5.024 1.491 1.808
C -3.385 0.914 -0.274
O -2.603 1.691 0.199
C -3.127 0.144 -1.520
C -1.796 0.193 -2.180
O -0.819 0.663 -1.670
C -4.056 -0.675 -2.019
H -6.569 -0.445 0.383
H -1.761 -0.262 -3.184
H -3.879 -1.260 -2.913
F -0.236 -1.830 -0.574
Sb -1.404 -2.799 0.608
F -2.096 -0.992 0.948
F -2.676 -2.896 -0.785
F -2.592 -3.447 1.883
F -0.579 -4.408 0.224
F -0.113 -2.322 1.920
N 0.544 -0.991 7.539
C 0.863 0.165 6.922
O 1.222 1.179 7.472
C 0.728 0.176 5.416
C 1.809 0.600 4.652
C 1.664 0.708 3.288
N 0.501 0.431 2.679
C -0.550 0.033 3.408
C -0.472 -0.106 4.779
H 0.639 -1.038 8.542
H 0.349 -1.836 7.032
H 2.746 0.862 5.121
H 2.479 1.047 2.665
H -1.466 -0.181 2.873
H -1.345 -0.419 5.335

Arrangement x

57
Properties=species:S:1:pos:R:3 method="wB97M-V/def2-TZVPD" molar_mass_g_mol=844.472 spin_multiplicity=2 gap_ha="0.1216 / 0.1213" charge=+2 homo_ev="-14.04 / -14.04"
Pd -0.008 -0.049 0.128
F 5.234 -0.579 -0.762
C 4.285 0.135 -0.183
C 2.957 -0.154 -0.488
C 1.999 0.587 0.134
C 2.254 1.616 1.041
C 3.608 1.867 1.290
F 3.954 2.835 2.133
C 4.623 1.144 0.695
C 1.118 2.255 1.702
C 1.173 3.209 2.715
C -0.003 3.633 3.312
C -1.220 3.121 2.888
C -1.212 2.197 1.860
N -0.080 1.801 1.289
H 2.737 -0.953 -1.185
H 5.656 1.366 0.924
H 2.116 3.602 3.052
H 0.034 4.354 4.117
H -2.152 3.421 3.343
H -2.128 1.766 1.478
Cl -5.081 -4.946 -1.725
C -4.215 -3.565 -1.369
C -4.889 -2.422 -0.917
C -4.185 -1.279 -0.670
Cl -4.943 0.098 -0.094
C -2.711 -1.212 -0.901
O -2.125 -0.169 -0.742
C -2.047 -2.476 -1.302
C -0.589 -2.543 -1.491
O 0.146 -1.579 -1.511
C -2.785 -3.587 -1.518
H -5.960 -2.449 -0.761
H -0.161 -3.546 -1.617
H -2.294 -4.503 -1.824
F -1.518 -1.155 1.594
Sb -0.139 -2.203 2.624
F -1.095 -1.804 4.166
F -1.103 -3.697 2.019
F 0.786 -2.257 0.893
F 1.364 -2.947 3.413
F 0.663 -0.441 2.626
N -0.392 5.067 -5.276
C -0.448 3.723 -5.323
O -0.685 3.075 -6.318
C -0.208 2.984 -4.017
C 0.213 1.664 -4.112
C 0.370 0.921 -2.958
N 0.118 1.420 -1.746
C -0.265 2.692 -1.647
C -0.438 3.509 -2.752
H -0.519 5.579 -6.134
H -0.119 5.577 -4.457
H 0.401 1.231 -5.084
H 0.709 -0.103 -3.013
H -0.437 3.081 -0.653
H -0.774 4.525 -2.596

Of them, arrangement x has the lowest stability.

Arrangement w

24
Properties=species:S:1:pos:R:3 method="wB97M-V/def2-TZVPD" molar_mass_g_mol=129.203 gap_ha=0.2979 smiles="C=C[C@H](N)CC(C)(C)O" homo_ev=-7.32
C 3.363 0.884 1.092
C 2.573 0.132 0.348
C 0.926 -0.595 0.921
N 0.788 -1.928 0.591
C 0.303 0.504 0.216
C -1.395 0.019 -0.453
C -1.494 0.512 -1.890
C -2.559 0.575 0.360
O -1.560 -1.389 -0.404
H 3.012 1.377 1.993
H 4.387 1.121 0.821
H 2.913 -0.325 -0.577
H 0.986 -0.437 1.997
H 1.012 -2.597 1.311
H 0.679 -2.118 -0.401
H 0.672 0.948 -0.700
H 0.057 1.290 0.924
H -0.669 0.117 -2.483
H -2.456 0.245 -2.350
H -1.420 1.601 -1.914
H -2.537 0.165 1.371
H -2.526 1.663 0.425
H -3.524 0.268 -0.070
H -1.531 -2.033 -1.127

Arrangement x

24
Properties=species:S:1:pos:R:3 method="wB97M-V/def2-TZVPD" molar_mass_g_mol=129.203 gap_ha=0.3440 smiles="CC(N)=O.C=C=C.CC" homo_ev=-9.18
C 1.519 0.775 1.718
C 1.433 1.832 0.630
N 1.140 1.342 -0.597
O 1.639 3.014 0.854
H 0.800 -0.027 1.559
H 1.342 1.236 2.687
H 2.521 0.346 1.717
H 1.326 0.167 -0.898
H 1.118 2.031 -1.336
C 1.340 -1.365 -1.302
C 0.234 -1.881 -0.736
C -0.507 -2.584 0.062
H 1.365 -1.298 -2.384
H 2.294 -1.607 -0.846
H -0.403 -3.660 0.077
H -1.251 -2.163 0.718
C -1.738 0.226 -0.917
C -2.264 0.670 0.442
H -2.223 -0.683 -1.259
H -1.914 0.992 -1.675
H -0.592 0.288 -0.876
H -3.312 0.963 0.376
H -1.686 1.520 0.810
H -2.183 -0.134 1.175

Of them, arrangement w has the lowest stability.

Arrangement w

16
Properties=species:S:1:pos:R:3 method="wB97M-V/def2-TZVPD" molar_mass_g_mol=131.586 gap_ha=0.2139 charge=+1 homo_ev=-11.33
C 0.751 1.065 -0.043
C -0.059 -0.897 0.130
C -0.727 1.228 0.038
C 3.624 -0.331 -0.839
C -2.501 -0.586 0.267
N 1.082 -0.188 0.014
N -1.141 -0.148 0.141
Cl 4.739 -0.028 0.290
H 1.486 1.842 -0.129
H -0.053 -1.969 0.208
H -1.035 1.811 0.917
H -1.158 1.732 -0.838
H 3.558 -1.415 -1.056
H -2.774 -1.232 -0.571
H -3.166 0.273 0.282
H -2.626 -1.156 1.189

Arrangement x

16
Properties=species:S:1:pos:R:3 method="wB97M-V/def2-TZVPD" molar_mass_g_mol=131.586 gap_ha=0.3231 charge=+1 homo_ev=-13.81
C -0.613 0.122 -0.100
C -1.533 0.377 0.872
C -1.004 -0.211 -1.437
C -2.929 0.286 0.669
C -2.254 -0.289 -1.845
N -3.459 0.008 -0.472
N 2.391 -0.078 0.454
Cl -5.095 -0.180 -0.827
H 0.459 0.153 0.128
H -1.197 0.649 1.863
H -0.216 -0.397 -2.165
H -3.598 0.433 1.514
H -2.821 -0.473 -2.732
H 2.870 -0.543 -0.312
H 2.562 -0.643 1.279
H 2.863 0.807 0.605

Of them, arrangement w has the lowest stability.